1.
This record from the Open Molecules 2025 dataset describes a cluster of 2 separate species, C25H20F2IO4 in total. The level of theory is ωB97M-V/def2-TZVPD.

The geometry in ORCA input format:
```
! wB97M-V def2-TZVPD RIJCOSX def2/J DEFGRID3
* xyz 1 1
C -1.296 -0.772 1.589
H 0.757 0.835 6.795
H -3.023 0.937 8.859
F 5.243 0.701 1.473
C -1.590 2.462 9.450
H -2.243 2.898 10.207
H 0.793 1.335 1.560
H 1.703 -5.989 8.840
C -2.446 -1.635 1.585
C 1.159 -4.290 7.615
C 0.082 -2.978 5.890
I -1.867 -0.783 6.477
C -1.198 0.843 7.705
C -3.938 0.219 1.504
H 2.246 -2.406 7.712
C 0.551 2.393 8.296
H 2.123 -6.160 7.112
H 2.301 -2.712 1.627
H 0.044 3.832 9.828
C 1.375 -5.793 7.817
C -2.041 1.370 8.683
O -1.093 -2.168 9.256
C 0.011 -1.350 1.650
H 2.769 -3.662 8.874
C 1.318 -0.773 1.596
C -1.587 0.628 1.544
O -0.050 -2.713 4.703
H 0.010 -2.435 1.751
O 0.117 -3.915 8.535
H 3.191 -3.818 7.154
C 3.961 0.217 1.506
O 0.706 -4.150 6.249
H 3.103 2.204 1.475
F -5.220 0.704 1.480
H -2.280 -2.711 1.627
H -3.080 2.206 1.477
C 2.467 -1.636 1.590
C 1.609 0.627 1.551
C 2.419 -3.477 7.852
H 0.428 -6.308 7.638
C 0.100 1.309 7.519
H 1.566 2.766 8.155
C 3.774 -1.166 1.544
C -0.302 2.976 9.242
H 4.632 -1.842 1.543
C -0.501 -2.701 8.335
C 2.910 1.128 1.506
C -0.427 -2.174 6.978
C -2.887 1.130 1.502
H -0.769 1.336 1.554
C -3.752 -1.164 1.543
H -4.611 -1.840 1.548
*
```

Results
- F_max: 1.97 eV/Å
- E_LUMO: -5.86 eV

=====

2.
This record from the Open Molecules 2025 dataset describes a structure of composition C25H20F6MoN7O2SSb. The level of theory is ωB97M-V/def2-TZVPD.

The geometry in ORCA input format:
```
! wB97M-V def2-TZVPD RIJCOSX def2/J DEFGRID3
* xyz 3 4
C -3.540 0.937 0.661
N 1.886 2.516 -2.009
H 2.531 4.400 -2.554
C -0.868 1.713 4.638
H -3.636 1.816 4.385
C 1.487 1.550 4.242
H 5.529 -4.907 -3.196
C 1.206 1.240 2.924
C 4.776 -2.857 -1.796
H -0.547 4.202 0.446
C -3.344 0.524 -0.739
C -4.098 -0.111 -2.915
Mo -0.531 0.495 0.484
H 2.516 1.601 4.568
H 2.001 1.044 2.219
H 4.075 -5.150 -4.092
C 2.683 -3.200 -3.091
C 4.029 -3.585 -2.780
H -2.507 -0.525 -4.307
S 2.115 -0.274 -0.365
H -1.697 1.903 5.303
C -2.776 -0.235 -3.302
N 0.921 0.486 -1.117
H 1.010 5.600 -0.967
Sb 0.063 -3.268 0.650
F -0.349 -2.231 -0.869
C -2.417 1.361 2.676
F 0.362 -2.873 2.446
N -0.054 1.158 2.470
F -1.099 -1.188 1.224
O 3.177 0.561 0.082
H 1.086 -1.880 -2.616
C 1.854 3.852 -1.910
H 5.799 -3.143 -1.587
C 1.006 4.522 -1.033
C -1.087 1.411 3.309
H -5.744 1.662 3.102
C 2.105 -2.167 -2.410
C -4.766 1.159 1.264
C -3.615 1.581 3.331
C 0.436 1.774 5.113
H -5.685 1.070 0.705
C 2.841 -1.512 -1.414
F 1.946 -3.418 0.547
N -2.051 0.388 -1.116
N -2.402 1.068 1.360
C 1.059 1.897 -1.221
H -0.739 -0.084 -2.629
H 0.622 2.004 6.153
C -4.796 1.488 2.610
C 4.180 -1.829 -1.126
N 4.581 -4.609 -3.399
H -5.410 0.378 -1.291
H -4.901 -0.309 -3.612
F -1.656 -3.794 1.116
H 4.724 -1.280 -0.369
H 2.136 -3.747 -3.849
C -4.384 0.276 -1.612
O 1.285 -0.898 0.707
C -1.783 0.015 -2.374
F 0.122 -4.770 -0.461
C 0.155 3.766 -0.252
N 0.180 2.428 -0.360
*
```

Results
- F_max: 1.01 eV/Å
- E_LUMO (spin up / spin down): -9.78 / -11.47 eV
- Expectation value of S²: 3.8089

=====

3.
This record from the Open Molecules 2025 dataset describes a structure of composition C25H21AsBF7N3S3Zr. The level of theory is ωB97M-V/def2-TZVPD.

The geometry in ORCA input format:
```
! wB97M-V def2-TZVPD RIJCOSX def2/J DEFGRID3
* xyz 1 1
C -2.430 -5.084 2.971
H -1.878 3.124 4.210
F -1.484 0.241 -1.904
C -2.428 -3.809 2.418
F -0.701 2.292 -1.427
C -1.750 -0.151 3.391
S 0.413 -2.074 -0.723
F 6.124 -0.069 0.038
C 3.843 0.184 0.553
H -2.350 -1.777 4.672
C 4.928 0.216 -0.494
H -4.253 -2.781 -1.858
H 0.710 -5.162 4.238
C -1.307 -5.570 3.622
H -6.041 -1.138 -1.408
H -3.316 -3.439 1.929
C -4.140 -2.068 -1.051
As -1.263 -1.236 1.900
C -0.152 -3.509 3.181
H -0.613 -1.086 -3.144
H -2.229 -2.817 -0.469
H -2.986 -0.304 6.534
C 1.857 0.036 2.429
N 0.307 -1.448 -3.340
C -1.284 -3.029 2.529
C -2.240 -0.704 4.568
C -2.858 -1.168 0.781
H -3.790 0.443 1.859
C 1.012 -1.961 -2.349
H 0.677 -1.348 -4.271
F 4.691 -0.705 -1.457
C -5.151 -1.148 -0.792
H 5.186 -0.275 2.142
N 1.552 0.293 1.147
Zr -0.412 0.457 -0.056
F -2.438 2.082 -3.038
B -1.951 1.730 -1.855
H 0.745 -2.909 3.268
H 1.032 0.016 3.128
H -1.318 -6.564 4.050
C -0.167 -4.783 3.730
C -2.471 1.500 5.482
H -5.813 0.461 0.464
H 2.788 -2.732 -1.813
C -5.026 -0.251 0.257
H 2.630 -2.447 -3.509
H -3.319 -5.696 2.893
S 1.845 0.941 -1.302
H 3.375 -0.345 3.874
C -1.979 2.051 4.309
C -2.602 0.123 5.618
C -1.602 1.226 3.248
C -2.997 -2.083 -0.271
C 2.506 0.423 0.227
S -0.985 2.030 1.785
F -2.765 1.730 -0.757
H -2.752 2.154 6.298
C -3.883 -0.260 1.042
N 2.208 -2.477 -2.595
F 5.018 1.407 -1.094
C 3.152 -0.157 2.834
C 4.155 -0.103 1.865
*
```

Results
- F_max: 1.97 eV/Å
- E_LUMO: -3.69 eV

=====

4.
This record from the Open Molecules 2025 dataset describes a structure of composition C25H21Br36F3O5. The level of theory is ωB97M-V/def2-TZVPD.

The geometry in ORCA input format:
```
! wB97M-V def2-TZVPD RIJCOSX def2/J DEFGRID3
* xyz 0 1
C -0.092 2.482 4.186
Br -7.527 3.649 -5.345
H -0.030 1.405 -4.273
Br -1.285 2.134 -0.213
Br 2.190 -1.401 8.835
C 0.477 -0.378 -3.187
C 6.403 -5.225 6.080
Br 4.718 3.500 -8.159
C 0.308 -1.476 8.438
C 0.790 -2.151 -0.635
C 4.412 -1.288 -13.334
C 3.936 4.318 0.841
C 3.099 0.464 -3.431
C -7.191 3.111 -3.530
H 5.465 -4.692 6.051
C -1.866 -5.518 -2.568
Br 6.494 -6.291 4.484
C -0.657 -1.789 -0.551
Br -0.556 -2.935 9.343
C 2.083 1.253 -3.970
C 3.049 -2.344 4.182
Br -6.663 -1.094 7.253
C 0.767 0.817 -3.839
C 2.812 -0.712 -2.753
Br 1.177 7.190 7.163
C -1.738 -3.169 -2.418
H 2.106 -1.814 4.137
Br -7.896 4.378 -2.268
H -0.129 -0.562 8.813
Br 3.469 5.670 -0.445
H 1.406 -1.446 -0.073
Br 7.801 -3.906 6.135
Br 1.384 1.259 4.382
C -7.481 -1.570 -0.054
H -0.322 2.558 3.130
H -7.714 2.179 -3.373
Br -7.857 -1.341 1.819
C -1.685 -2.200 -1.294
H -0.436 7.691 8.964
Br 2.543 4.085 2.146
Br -0.035 -1.518 6.545
O -4.028 -1.600 -1.138
C -2.896 -1.491 -0.812
Br 6.390 -6.314 7.664
C -5.064 -0.481 6.378
F -2.725 -6.485 -2.258
H -5.281 -0.422 5.321
Br -1.689 1.860 5.058
Br -1.159 4.947 1.200
O 1.272 -2.338 -1.950
Br -1.881 8.040 6.992
C -0.537 7.148 8.037
Br 3.236 1.052 -6.770
H -6.466 -1.930 -0.138
H 0.630 3.663 0.083
F -1.934 -5.302 -3.889
H 5.210 -0.969 -12.680
Br -3.608 -1.713 6.601
H 4.817 4.658 1.366
Br -8.628 -2.889 -0.853
C 3.288 2.221 -8.299
Br 3.364 1.242 -9.954
C 1.493 -1.140 -2.623
O -2.502 -0.569 0.150
Br 4.443 -1.025 4.239
H 3.609 -1.316 -2.339
Br 3.174 -3.439 2.605
Br -1.058 5.351 8.479
Br 3.016 -3.421 5.770
Br 2.870 -1.616 -12.233
Br -0.421 4.712 -1.888
C -1.191 -0.848 0.464
O -2.174 -4.425 -1.843
Br 5.005 -2.888 -14.218
H 4.129 0.775 -3.547
H -0.761 -3.307 -2.873
Br -5.323 2.774 -3.224
H 0.889 -3.109 -0.123
H -2.460 -2.855 -3.170
Br -7.554 0.102 -0.998
Br 4.381 2.651 -0.015
H -0.557 -0.685 -3.136
Br 0.421 4.236 4.800
O -0.644 -0.425 1.424
H 2.363 2.778 -8.303
Br 4.096 0.140 -14.582
C -0.405 3.841 -0.173
Br -4.570 1.287 6.959
H 2.326 2.167 -4.481
F -0.632 -5.967 -2.294
*
```

Results
- F_max: 0.91 eV/Å
- E_LUMO: -1.54 eV

=====

What is the F_max in the first record?
1.97 eV/Å

=====

Look up the F_max of the first one.
1.97 eV/Å

=====

The lowest F_max belongs to which entry?
C25H21Br36F3O5

=====

What is the F_max in the second record?
1.01 eV/Å